{
  "formula": "C17H19BIrN5O2",
  "method": "ωB97M-V with the def2-TZVPD basis set",
  "max_force_ha_per_bohr": 0.04972,
  "spin_multiplicity": 2,
  "e_homo_ev": [-11.782, -11.788],
  "total_charge": 1,
  "relative_energy_kj_mol": 214.7,
  "s2": 0.77,
  "homo_lumo_gap_ha": [0.241, 0.203],
  "elements": ["Ir", "N", "C", "C", "C", "O", "O", "H", "H", "H", "H", "H", "H", "B", "N", "C", "C", "C", "N", "N", "C", "C", "C", "N", "H", "H", "H", "H", "H", "H", "H", "H", "C", "C", "C", "C", "C", "C", "C", "C", "H", "H", "H", "H", "H"],
  "coordinates": [[0.009, -0.211, 0.011], [2.250, -0.123, 0.650], [2.963, 1.136, 0.290], [2.456, 2.307, 1.117], [1.022, 2.571, 0.739], [0.663, 3.604, 0.243], [0.235, 1.517, 1.016], [2.273, -0.265, 1.656], [2.697, -0.918, 0.202], [2.809, 1.326, -0.774], [4.035, 1.016, 0.450], [3.039, 3.202, 0.921], [2.487, 2.065, 2.182], [-3.532, -0.478, 0.006], [-2.534, -1.538, 0.541], [-2.881, -2.775, 0.824], [-1.830, -3.421, 1.492], [-0.845, -2.483, 1.569], [-1.273, -1.319, 1.003], [-2.738, 0.770, -0.406], [-3.249, 1.981, -0.526], [-2.301, 2.835, -1.098], [-1.199, 2.052, -1.287], [-1.464, 0.785, -0.878], [-4.126, -0.964, -0.925], [-4.339, -0.167, 0.844], [-3.860, -3.135, 0.549], [-1.804, -4.432, 1.859], [0.127, -2.545, 2.027], [-4.259, 2.174, -0.204], [-2.397, 3.882, -1.321], [-0.250, 2.314, -1.718], [0.643, -1.803, -0.769], [1.129, -2.928, -0.831], [1.689, -4.224, -0.913], [2.557, -4.667, 0.099], [3.100, -5.934, 0.035], [2.785, -6.770, -1.030], [1.929, -6.340, -2.037], [1.372, -5.078, -1.980], [2.783, -4.010, 0.930], [3.767, -6.278, 0.814], [3.212, -7.763, -1.076], [1.698, -6.995, -2.866], [0.698, -4.731, -2.752]],
  "forces_ev_per_a": [[1.4, 2.1, 0.4], [-0.5, -0.5, -0.1], [0.1, 0.1, 0.2], [-0.1, 0.0, 0.0], [0.2, 0.0, 0.1], [-0.3, -0.1, 0.1], [-0.3, 0.5, 0.0], [0.1, 0.0, 0.0], [0.1, 0.0, 0.1], [0.0, 0.0, 0.0], [0.0, -0.2, 0.0], [0.1, -0.1, 0.0], [0.1, 0.0, 0.0], [-0.7, -0.1, -0.2], [0.2, -0.2, -0.1], [0.1, -0.2, 0.1], [-0.2, -0.1, 0.0], [0.0, 0.2, 0.3], [-0.2, -0.3, 0.2], [0.1, 0.3, 0.3], [0.0, 0.2, 0.0], [-0.1, 0.1, -0.1], [-0.1, -0.2, -0.4], [-0.4, -0.6, -0.1], [0.3, 0.0, -0.1], [0.3, 0.1, 0.1], [0.0, 0.0, 0.1], [0.0, 0.0, 0.0], [0.1, 0.0, -0.1], [0.0, 0.0, -0.1], [0.0, 0.0, 0.0], [0.1, 0.0, 0.1], [-0.1, -0.9, -0.5], [-0.1, 0.5, -0.2], [0.2, -0.5, 0.0], [-0.2, 0.1, -0.1], [0.0, -0.1, 0.0], [0.1, 0.0, 0.0], [0.0, -0.1, 0.0], [0.1, 0.2, 0.0], [0.0, 0.0, 0.0], [0.0, 0.0, 0.0], [0.0, 0.0, 0.0], [0.0, 0.0, 0.0], [0.0, 0.0, 0.0]]
}



{
  "formula": "C41H35N6OPSSc",
  "method": "ωB97M-V with the def2-TZVPD basis set",
  "max_force_ha_per_bohr": 0.01352,
  "spin_multiplicity": 1,
  "e_homo_ev": -9.566,
  "total_charge": 1,
  "relative_energy_kj_mol": 147.1,
  "homo_lumo_gap_ha": 0.239,
  "elements": ["Sc", "O", "C", "C", "C", "C", "C", "C", "C", "P", "C", "C", "C", "C", "C", "C", "C", "C", "C", "C", "C", "C", "H", "H", "H", "H", "H", "H", "H", "H", "H", "H", "H", "H", "H", "H", "C", "C", "C", "C", "C", "C", "N", "N", "C", "C", "C", "C", "C", "C", "H", "H", "H", "H", "H", "H", "H", "H", "H", "N", "C", "C", "C", "N", "H", "H", "H", "H", "N", "C", "S", "N", "C", "C", "C", "C", "C", "C", "H", "H", "H", "H", "H", "H", "H", "H"],
  "coordinates": [[-0.134, -0.162, 1.077], [-0.647, 1.637, 3.452], [-0.946, 1.689, 2.270], [-1.645, 2.938, 1.773], [-2.111, 3.919, 2.643], [-2.723, 5.051, 2.136], [-2.862, 5.222, 0.760], [-2.404, 4.250, -0.115], [-1.805, 3.103, 0.401], [-1.258, 1.720, -0.623], [-0.821, 2.367, -2.250], [-1.783, 2.673, -3.216], [-1.400, 3.223, -4.429], [-0.059, 3.480, -4.682], [0.901, 3.182, -3.726], [0.523, 2.622, -2.514], [-2.734, 0.680, -0.810], [-2.905, -0.120, -1.944], [-3.936, -1.040, -2.001], [-4.796, -1.196, -0.918], [-4.625, -0.419, 0.214], [-3.600, 0.521, 0.271], [-1.975, 3.773, 3.708], [-3.091, 5.817, 2.808], [-3.334, 6.118, 0.375], [-2.504, 4.389, -1.184], [-2.829, 2.478, -3.017], [-2.149, 3.457, -5.174], [0.239, 3.916, -5.627], [1.947, 3.381, -3.926], [1.278, 2.375, -1.776], [-2.236, -0.013, -2.789], [-4.073, -1.638, -2.893], [-5.599, -1.922, -0.964], [-5.295, -0.524, 1.059], [-3.497, 1.143, 1.153], [4.697, 2.665, 2.715], [3.579, 2.901, 1.929], [2.529, 1.991, 1.923], [2.610, 0.851, 2.712], [3.723, 0.612, 3.514], [4.767, 1.523, 3.505], [1.523, -0.074, 2.643], [1.428, -0.831, 3.623], [0.258, -1.623, 3.677], [0.186, -2.415, 4.824], [-0.973, -3.127, 5.074], [-2.039, -3.004, 4.192], [-1.935, -2.208, 3.055], [-0.781, -1.495, 2.733], [5.515, 3.374, 2.723], [3.516, 3.797, 1.325], [1.654, 2.182, 1.317], [3.765, -0.279, 4.124], [5.639, 1.345, 4.121], [1.025, -2.441, 5.507], [-1.056, -3.745, 5.958], [-2.965, -3.528, 4.398], [-2.811, -2.129, 2.415], [-0.272, -1.997, -1.687], [-0.888, -2.996, -2.333], [-1.706, -3.626, -1.421], [-1.503, -2.934, -0.225], [-0.630, -1.941, -0.392], [0.478, -1.392, -1.993], [-0.686, -3.182, -3.375], [-2.358, -4.466, -1.595], [-1.945, -3.099, 0.744], [4.228, -0.476, 0.450], [3.313, -0.940, -0.397], [2.013, 0.077, -0.855], [3.491, -2.190, -0.840], [2.830, -2.837, -1.928], [2.360, -4.129, -1.740], [1.813, -4.819, -2.811], [1.726, -4.213, -4.056], [2.184, -2.913, -4.230], [2.748, -2.220, -3.169], [4.089, 0.423, 0.884], [5.062, -0.993, 0.681], [4.225, -2.727, -0.402], [2.423, -4.589, -0.760], [1.460, -5.832, -2.670], [1.308, -4.754, -4.895], [2.127, -2.444, -5.204], [3.143, -1.223, -3.310]],
  "forces_ev_per_a": [[0.1, 0.3, -0.2], [0.0, -0.1, 0.0], [0.0, -0.1, -0.1], [0.0, 0.0, 0.0], [0.0, 0.0, 0.0], [0.0, 0.1, 0.0], [0.0, 0.0, 0.0], [0.0, 0.0, 0.1], [-0.1, 0.1, -0.1], [0.4, -0.5, 0.1], [-0.3, 0.1, -0.1], [0.1, 0.0, 0.0], [0.0, 0.0, 0.0], [0.0, 0.0, 0.0], [0.0, 0.0, 0.0], [0.0, 0.0, 0.0], [0.0, 0.0, -0.1], [0.0, 0.0, 0.0], [0.0, 0.0, 0.0], [0.0, 0.0, 0.0], [0.0, 0.0, 0.1], [-0.1, 0.0, 0.0], [0.0, 0.0, 0.0], [0.0, 0.0, 0.0], [0.0, 0.0, 0.0], [0.0, 0.0, 0.0], [0.0, 0.0, 0.0], [0.0, 0.0, 0.0], [0.0, 0.0, 0.0], [0.0, 0.0, 0.0], [-0.1, 0.1, 0.0], [0.0, 0.0, 0.0], [0.0, 0.0, 0.0], [0.0, 0.0, 0.0], [0.0, 0.0, 0.0], [0.0, 0.0, 0.0], [0.1, 0.1, 0.0], [0.0, 0.0, 0.0], [0.1, 0.1, 0.1], [0.1, -0.1, 0.0], [0.0, 0.1, -0.1], [0.0, -0.1, 0.1], [0.0, 0.2, 0.0], [-0.3, -0.2, 0.0], [0.1, 0.0, 0.2], [-0.1, 0.0, -0.1], [0.0, 0.0, 0.0], [0.0, 0.0, 0.0], [0.0, 0.1, -0.1], [0.1, -0.1, 0.2], [0.0, 0.0, 0.0], [0.0, 0.0, 0.0], [-0.1, 0.0, 0.0], [0.0, 0.0, 0.0], [0.0, 0.0, 0.0], [0.0, 0.0, 0.0], [0.0, 0.0, 0.0], [0.0, 0.0, 0.0], [0.0, 0.0, 0.0], [-0.2, -0.1, 0.0], [0.0, 0.1, 0.0], [0.0, -0.1, 0.0], [-0.1, 0.1, 0.0], [0.0, 0.2, 0.1], [0.0, 0.1, -0.1], [-0.1, 0.0, 0.1], [0.0, 0.0, 0.0], [0.0, 0.0, -0.1], [0.1, -0.1, -0.1], [0.1, 0.1, 0.2], [-0.1, -0.2, 0.1], [0.0, 0.0, 0.0], [0.0, 0.0, 0.0], [0.0, 0.0, 0.0], [0.1, 0.0, 0.0], [0.0, -0.1, -0.1], [0.0, 0.0, 0.0], [0.1, 0.0, -0.1], [0.0, 0.1, 0.0], [0.0, 0.0, 0.0], [0.1, 0.0, 0.0], [0.0, 0.0, 0.0], [0.0, 0.0, 0.0], [0.0, 0.0, 0.0], [0.0, 0.0, 0.0], [0.0, 0.0, 0.0]]
}



{
  "formula": "H80O40",
  "method": "ωB97M-V with the def2-TZVPD basis set",
  "max_force_ha_per_bohr": 0.10650,
  "spin_multiplicity": 1,
  "e_homo_ev": -10.317,
  "total_charge": 0,
  "relative_energy_kj_mol": 1178.9,
  "homo_lumo_gap_ha": 0.348,
  "elements": ["H", "H", "O", "H", "H", "O", "H", "H", "O", "H", "H", "O", "H", "H", "O", "H", "O", "H", "O", "H", "H", "O", "H", "H", "O", "H", "H", "O", "H", "H", "O", "H", "O", "H", "H", "O", "H", "H", "O", "H", "H", "O", "H", "H", "O", "H", "H", "O", "H", "H", "O", "H", "O", "H", "H", "O", "H", "O", "H", "H", "O", "H", "H", "O", "H", "H", "O", "H", "H", "O", "H", "H", "O", "H", "H", "O", "H", "H", "O", "H", "H", "O", "H", "H", "O", "H", "H", "O", "H", "O", "H", "H", "O", "H", "H", "H", "H", "H", "H", "O", "H", "H", "O", "H", "H", "O", "H", "H", "O", "H", "H", "O", "H", "H", "O", "H", "H", "O", "H", "H"],
  "coordinates": [[-1.970, -1.451, 3.491], [-3.462, -1.538, 3.464], [-2.711, -1.787, 2.925], [-1.921, 5.634, -2.015], [-0.351, 6.099, -2.012], [-1.031, 5.362, -2.077], [4.477, 3.498, -0.966], [3.490, 4.752, -1.287], [3.861, 4.136, -0.673], [1.806, -0.989, 1.458], [2.941, -0.016, 1.800], [2.241, -0.569, 2.204], [0.145, 5.369, 3.816], [-0.622, 4.379, 4.612], [-0.726, 5.088, 4.025], [-5.711, 3.270, -1.092], [-6.351, 2.613, -0.839], [3.732, -0.771, -4.432], [3.557, -0.441, -3.493], [-2.878, 2.464, 3.755], [-3.312, 3.536, 4.789], [-2.598, 3.144, 4.282], [-0.542, -4.350, 4.252], [-1.326, -3.470, 5.290], [-1.392, -4.231, 4.694], [1.878, 4.009, -3.455], [0.485, 3.559, -4.273], [1.399, 3.539, -4.103], [-6.078, -1.176, 0.403], [-4.770, -1.266, 0.896], [-5.503, -0.578, 0.804], [-2.340, 3.761, -4.073], [-1.433, 3.927, -4.401], [-0.706, -4.134, -2.671], [-1.153, -4.185, -4.186], [-0.998, -3.532, -3.388], [-0.031, 4.514, 1.472], [-1.386, 4.601, 0.713], [-0.403, 4.766, 0.646], [6.543, 1.159, 2.127], [5.992, 1.133, 0.638], [6.428, 0.651, 1.302], [-3.291, 2.202, -0.498], [-4.105, 1.024, -0.298], [-3.854, 1.628, -1.009], [-0.537, -4.852, -1.061], [-2.006, -4.600, -0.509], [-1.492, -5.155, -1.148], [-3.589, -4.444, 3.887], [-4.515, -4.089, 2.726], [-4.402, -3.880, 3.669], [-1.039, 0.542, -4.309], [-1.058, -0.272, -4.807], [0.678, -2.216, 3.511], [1.719, -1.831, 4.518], [1.054, -2.521, 4.326], [1.827, -4.768, -4.371], [1.594, -4.198, -3.632], [-4.961, 1.336, 2.028], [-3.414, 1.390, 1.929], [-4.167, 1.934, 1.830], [0.522, -2.319, -0.658], [-0.922, -1.372, -0.928], [-0.543, -2.239, -0.991], [-1.453, -4.213, 1.203], [-1.927, -2.765, 1.355], [-2.149, -3.573, 0.952], [1.231, 1.813, -2.681], [2.058, 0.573, -2.970], [1.550, 0.922, -2.248], [4.119, 0.564, 0.448], [3.805, 1.994, 0.615], [3.868, 1.155, 1.150], [2.373, -0.686, -1.485], [2.481, -2.237, -1.240], [1.927, -1.465, -1.182], [-3.175, 0.433, 5.601], [-3.313, 0.190, 4.020], [-3.749, 0.003, 4.832], [1.206, -1.275, -5.980], [2.400, -2.094, -5.510], [2.143, -1.486, -6.199], [-3.438, -1.146, -3.960], [-2.655, -1.819, -2.884], [-3.237, -1.989, -3.633], [-5.142, -4.073, -0.195], [-3.773, -3.448, -0.220], [-4.539, -3.445, 0.345], [4.800, -3.039, 1.960], [4.665, -3.907, 2.550], [4.853, -3.431, -3.117], [3.316, -3.442, -2.880], [4.045, -2.850, -3.130], [-0.727, -1.108, -4.585], [-5.784, 1.827, -0.413], [0.825, -3.608, -3.715], [3.322, -1.297, -3.220], [-1.267, 4.847, -4.030], [3.711, -4.034, 2.799], [-1.398, 0.704, 2.541], [-0.724, 1.477, 2.460], [-1.129, -0.030, 3.041], [0.764, 1.269, 1.511], [1.424, 1.746, 1.967], [0.896, 0.344, 1.751], [1.434, 2.067, 6.082], [1.623, 1.927, 5.185], [0.904, 2.839, 6.304], [-0.910, 1.160, -2.396], [-1.084, 2.078, -2.641], [-0.726, 1.109, -1.447], [1.612, 6.225, -0.296], [1.070, 5.366, -0.245], [1.931, 6.303, 0.603], [5.608, -0.758, -1.678], [5.078, -0.354, -2.395], [6.142, -1.331, -2.240], [4.721, -2.007, 0.630], [5.569, -1.763, 0.275], [4.054, -2.048, 0.005]],
  "forces_ev_per_a": [[-1.1, -0.9, -0.6], [-0.7, -0.6, 0.3], [1.8, 1.0, 0.5], [-1.2, 1.3, 0.3], [-1.8, -1.0, 0.2], [3.0, 0.1, -0.4], [0.8, -0.3, -1.5], [0.1, 0.2, -0.9], [-0.9, 0.1, 2.5], [0.4, -0.5, -0.4], [-0.3, 0.0, 0.3], [0.0, -1.2, 0.6], [1.2, 0.6, -0.1], [-0.2, -1.7, 1.2], [-0.8, 1.3, -1.3], [0.6, 0.0, 0.0], [0.5, -2.8, 1.7], [-0.2, 1.6, 1.2], [0.7, 1.3, -3.2], [-1.7, -2.4, -1.9], [-0.3, -0.3, -0.4], [1.9, 2.6, 2.4], [0.0, 0.3, 0.5], [0.3, -0.4, -0.4], [-0.3, -0.1, 0.0], [-0.5, 1.2, 1.1], [-2.0, 0.9, 0.6], [2.4, -2.2, -1.5], [-2.4, -1.2, -1.3], [-0.8, 1.4, 0.2], [3.3, -0.2, 1.1], [0.6, -0.2, -0.4], [-0.6, 1.5, 0.7], [-0.9, 0.5, -0.5], [0.1, 1.9, 2.4], [0.5, -2.2, -2.5], [0.0, -0.4, 1.3], [1.8, 0.3, 0.0], [-2.1, -0.2, -0.8], [-0.4, -0.1, -1.0], [-0.5, 1.3, -0.6], [1.9, -1.4, 1.6], [0.4, 0.6, 0.1], [-0.2, -0.4, -0.2], [0.4, -0.5, 0.0], [-2.0, -0.5, 0.3], [0.9, -0.2, -0.9], [1.4, 0.3, 0.5], [-1.5, 1.4, -0.2], [0.0, 0.3, 0.2], [1.4, -1.7, 0.0], [0.8, -1.0, 1.2], [-1.4, 1.6, -3.2], [-0.2, 0.2, -0.8], [-0.3, -0.6, -0.1], [0.5, 0.4, 0.8], [-0.7, 0.4, -0.2], [1.3, 0.0, 1.0], [1.6, 1.1, -0.5], [1.5, -1.3, 0.2], [-2.9, -0.1, 0.4], [-5.0, 1.7, -1.6], [0.6, 0.9, 0.2], [3.7, -2.4, 1.3], [-0.5, 0.7, 0.1], [0.2, 1.7, 1.0], [0.7, -2.8, -0.4], [0.8, -2.5, 1.3], [0.6, -0.4, -0.8], [-0.4, 3.1, -0.6], [0.4, -1.1, -0.4], [-0.5, -0.7, 1.1], [-0.2, 2.3, -1.2], [0.3, 1.0, -0.3], [0.7, -0.1, -0.4], [-0.2, -1.1, 1.0], [-1.8, -1.3, -2.8], [0.9, 0.8, -0.9], [0.9, 0.9, 3.7], [0.9, 0.1, -0.3], [0.1, -0.5, 0.3], [-0.9, 0.4, 0.1], [-0.4, 1.9, -0.8], [0.1, -0.2, -0.2], [0.1, -1.7, 0.9], [1.1, 1.6, 1.5], [0.8, 0.2, 0.0], [-2.8, -1.7, -1.6], [-1.2, -2.6, 1.7], [-0.6, 1.6, -0.9], [-1.2, 0.9, 0.0], [-0.2, -0.3, -0.5], [1.2, -1.9, 0.4], [0.7, -1.0, 1.9], [-1.9, 3.1, -1.7], [-0.4, -0.4, -0.6], [-0.5, -1.9, 1.5], [0.0, -1.7, -0.4], [1.5, 0.7, -0.6], [-1.2, 3.3, -1.1], [-1.0, -2.6, 0.3], [1.2, -0.7, 1.0], [-1.7, 1.0, -1.3], [1.4, 0.5, 0.5], [0.3, 0.5, 0.3], [-0.1, -0.3, 2.6], [0.0, 0.4, -1.9], [0.1, -0.1, -0.8], [-0.9, 0.2, -0.1], [-0.1, 0.1, 0.5], [0.1, 0.4, -0.4], [-0.7, -1.9, -0.4], [0.8, 1.9, -0.1], [0.2, 0.2, 0.1], [0.1, 0.3, -0.8], [-0.4, 0.1, 0.4], [0.4, -0.2, 0.4], [1.4, 0.1, 3.0], [0.1, 0.4, -0.7], [-1.4, 0.0, -2.2]]
}



{
  "formula": "C3H5Cl3N3",
  "method": "ωB97M-V with the def2-TZVPD basis set",
  "max_force_ha_per_bohr": 0.08217,
  "spin_multiplicity": 1,
  "e_homo_ev": [-14.624, -14.697],
  "total_charge": 1,
  "relative_energy_kj_mol": 308.8,
  "homo_lumo_gap_ha": [0.248, 0.257],
  "elements": ["C", "C", "C", "N", "N", "N", "Cl", "Cl", "Cl", "H", "H", "H", "H", "H"],
  "coordinates": [[-1.211, -1.356, 0.229], [-1.833, -0.292, -0.752], [1.008, -0.601, 0.408], [-0.007, -1.452, 0.601], [0.817, 0.589, 0.702], [-1.215, 0.924, -0.699], [2.523, -1.425, -0.041], [3.227, 2.296, 0.044], [-1.961, 2.005, 0.256], [-1.919, -2.006, 0.581], [-1.366, -0.910, -1.603], [-2.928, -0.289, -0.631], [1.454, 1.408, 0.709], [3.411, 1.109, 0.197]],
  "forces_ev_per_a": [[3.9, 1.1, 1.2], [0.8, -1.6, -1.3], [2.4, 0.6, 0.0], [-3.8, -1.4, -0.8], [-0.8, 1.0, -0.1], [1.0, 0.7, 0.6], [-0.9, 0.7, 0.2], [-0.1, 2.9, -0.4], [-0.4, 0.3, -0.1], [-1.8, -1.8, 0.7], [-1.3, 1.3, 0.1], [0.4, -0.2, 0.0], [-0.2, -0.9, -0.4], [0.7, -2.7, 0.2]]
}